Entry 1:
Below is a cluster of 2 separate species, C5H9N in total, with properties calculated with wB97M-V/def2-TZVPD.

Its HOMO-LUMO gap (alpha / beta) is 8.6 / 8.6 eV. Its lowest unoccupied orbital energy (alpha / beta) is 0.022 / 0.022 hartree. The calculation puts the HOMO energy (alpha / beta) at -8.022 / -8.024 eV.

The geometry in XYZ format:
```
15
C5H9N | the OMol25 dataset | wB97M-V/def2-TZVPD
C 2.333 -0.954 -0.073
C -1.408 0.099 0.202
C -0.209 0.495 0.059
C -1.775 -1.438 0.078
C 0.583 1.724 0.143
N 1.129 -1.235 0.050
H 3.167 -1.727 -0.333
H 2.883 -0.027 -0.289
H -2.249 0.750 0.439
H -1.886 -1.707 -1.032
H -1.106 -2.077 0.494
H -2.687 -1.685 0.497
H -0.294 2.295 0.257
H 1.046 1.958 -0.775
H 1.360 1.832 0.910
```


Entry 2:
Below is the ion C4H8N3O with charge +1, with properties calculated with wB97M-V/def2-TZVPD.

Its HOMO-LUMO gap is 9.1 eV. Its lowest unoccupied orbital energy is -0.153 hartree. The calculation puts the HOMO energy at -13.252 eV. As for the net charge: +1.

The geometry in XYZ format:
```
16
C4H8N3O | the OMol25 dataset | wB97M-V/def2-TZVPD
H -2.917 -1.958 -0.360
N -2.510 -1.186 0.161
C -1.868 -0.362 -0.493
N -1.558 0.836 0.074
C -0.448 1.467 0.141
C 0.868 0.991 0.043
C 1.331 -0.316 0.138
N 2.639 -0.464 -0.074
O 0.482 -1.259 0.476
H -1.686 -0.336 -1.659
H -2.349 1.329 0.266
H -0.503 2.543 0.333
H 1.605 1.764 0.088
H 3.219 0.351 -0.161
H 3.066 -1.436 -0.153
H 0.628 -1.964 1.181
```


Entry 3:
Below is a cluster of 4 separate species, C23H51FN2O12P3S in total, with properties calculated with wB97M-V/def2-TZVPD.

Its HOMO-LUMO gap is 6.2 eV. Its lowest unoccupied orbital energy is -0.159 hartree. The calculation puts the HOMO energy at -10.552 eV. As for the net charge: +1.

The geometry in XYZ format:
```
93
C23H51FN2O12P3S | the OMol25 dataset | wB97M-V/def2-TZVPD
C 8.745 -1.654 -2.378
C 9.848 -0.561 -2.659
C 9.441 0.867 -2.192
C 9.542 1.985 -3.280
C 8.943 1.645 -4.669
C 7.425 1.919 -4.820
C 6.517 0.908 -4.048
C 5.090 1.458 -3.688
C 4.056 0.526 -4.307
N 3.034 0.478 -3.549
C 3.171 1.274 -2.312
C 4.663 1.643 -2.178
N 5.488 0.862 -1.209
C 5.246 -0.318 -1.245
S 4.785 -1.757 -0.835
C 4.887 3.106 -1.647
C 6.141 3.786 -2.208
F 3.786 3.926 -1.889
H 8.691 -2.334 -3.242
H 7.775 -1.218 -2.099
H 9.070 -2.271 -1.524
H 10.713 -0.878 -2.053
H 10.173 -0.628 -3.705
H 10.153 1.152 -1.395
H 8.446 0.890 -1.714
H 8.999 2.863 -2.881
H 10.594 2.297 -3.362
H 9.446 2.311 -5.396
H 9.139 0.620 -5.020
H 7.197 2.973 -4.610
H 7.190 1.770 -5.892
H 6.360 0.068 -4.751
H 7.020 0.473 -3.177
H 4.941 2.425 -4.208
H 4.170 -0.018 -5.249
H 2.184 -0.050 -3.744
H 2.424 2.086 -2.328
H 2.759 0.631 -1.508
H 5.012 3.022 -0.556
H 5.908 4.097 -3.241
H 6.916 3.006 -2.313
H 6.495 4.612 -1.584
C 0.408 2.390 2.026
O 0.627 1.025 1.660
P -0.049 -0.148 2.653
O 0.450 0.359 3.976
O 0.903 -1.307 2.040
C 2.255 -1.038 1.716
O -1.087 -1.332 3.222
C -2.477 -0.959 3.279
H 0.638 3.012 1.160
H -0.626 2.563 2.318
H 1.077 2.667 2.840
H 2.716 -0.352 2.427
H 2.310 -0.624 0.708
H 2.808 -1.977 1.731
H -2.835 -0.706 2.280
H -2.612 -0.105 3.947
H -3.050 -1.802 3.657
C -8.222 -0.221 -2.406
O -6.850 -0.091 -2.037
P -6.451 -0.352 -0.415
O -7.533 0.595 0.066
O -5.039 0.430 -0.619
C -4.910 1.482 -1.566
O -5.966 -0.660 1.192
C -6.476 -1.890 1.728
H -8.269 -0.317 -3.491
H -8.674 -1.102 -1.954
H -8.770 0.673 -2.111
H -5.813 2.091 -1.621
H -4.680 1.069 -2.547
H -4.079 2.117 -1.256
H -6.119 -2.730 1.130
H -7.568 -1.874 1.731
H -6.119 -2.005 2.749
C -9.653 -0.507 6.102
O -10.608 -1.542 5.860
P -10.020 -3.063 5.488
O -9.052 -2.673 4.402
O -11.452 -3.527 4.904
C -12.270 -2.628 4.164
O -9.595 -4.686 5.605
C -8.698 -5.014 6.677
H -10.167 0.311 6.605
H -8.840 -0.856 6.736
H -9.258 -0.139 5.156
H -11.677 -1.968 3.530
H -12.879 -2.039 4.848
H -12.934 -3.216 3.532
H -9.144 -4.766 7.641
H -7.753 -4.476 6.558
H -8.505 -6.084 6.644
```


Entry 4:
Below is a cluster of 2 separate species, C6H14N2O2 in total, with properties calculated with wB97M-V/def2-TZVPD.

Its HOMO-LUMO gap is 9.8 eV. Its lowest unoccupied orbital energy is 0.021 hartree. The calculation puts the HOMO energy at -9.253 eV.

The geometry in XYZ format:
```
24
C6H14N2O2 | the OMol25 dataset | wB97M-V/def2-TZVPD
C -1.415 -2.086 0.857
N -0.148 -2.713 1.207
C 1.018 -2.139 0.845
C 2.261 -2.900 1.284
O 1.052 -1.070 0.256
H -1.446 -1.915 -0.222
H -2.206 -2.748 1.183
H -1.511 -1.114 1.329
H -0.163 -3.458 1.881
H 2.249 -2.965 2.369
H 2.228 -3.876 0.792
H 3.124 -2.364 0.903
C 1.017 2.902 0.013
N 0.302 1.925 -0.796
C -0.980 2.212 -1.147
C -1.792 1.054 -1.694
O -1.446 3.335 -1.073
H 1.730 2.387 0.657
H 1.655 3.529 -0.625
H 0.335 3.542 0.552
H 0.447 0.954 -0.552
H -2.813 1.216 -1.361
H -1.767 1.024 -2.778
H -1.470 0.078 -1.310
```